{"formula": "CH8N3O2P", "method": "ωB97M-V/def2-TZVPD", "elements": ["P", "O", "O", "N", "N", "N", "C", "H", "H", "H", "H", "H", "H", "H", "H"], "positions_angstrom": [[-0.492009, -0.725757, 1.043721], [0.040134, -1.807742, 1.869001], [1.309632, -0.164625, -0.740333], [0.672018, 0.400030, 0.408905], [-1.357008, -1.241462, -0.278437], [-1.554343, 0.276330, 1.848983], [1.381275, 0.788152, -1.778142], [-1.440295, 0.241330, 2.848374], [-1.563012, -0.544831, -0.977109], [1.393302, 0.585073, 1.102936], [1.983224, 1.651664, -1.479298], [0.387014, 1.131486, -2.080403], [-0.947641, -2.072007, -0.679352], [-1.675104, 1.211438, 1.496804], [1.862813, 0.270922, -2.605648]], "atomic_forces_ev_per_a": [[-0.34, 0.70, -0.45], [0.09, -0.26, 0.21], [0.12, -0.19, 0.52], [-0.64, -0.32, -0.32], [0.37, -0.01, 0.27], [0.51, -0.16, -0.02], [-0.05, 0.18, 0.05], [-0.10, 0.03, 0.16], [-0.06, 0.01, -0.12], [0.08, -0.03, -0.09], [-0.03, -0.02, -0.05], [0.02, -0.01, 0.02], [0.00, -0.05, -0.18], [0.01, 0.10, 0.02], [0.01, 0.04, -0.03]], "nbo_charge": [2.2929, -1.0875, -0.4133, -0.6924, -1.1842, -1.1959, -0.2440, 0.4103, 0.3936, 0.3759, 0.1734, 0.1654, 0.4091, 0.4006, 0.1961], "smiles": "CONP(N)(N)=O", "multiplicity": 1, "lumo_ev": 0.77, "e_above_lowest_ev": 1.731, "orbital_gap_ev": 10.6334, "largest_force_ha_per_bohr": 0.0174}